[1]
This record from the Open Molecules 2025 dataset describes C11H72NO24 as an isolated structure at a distorted geometry. The level of theory is ωB97M-V/def2-TZVPD.

Output
Energy above the lowest of the compared OMol25 structures with the same formula, charge and spin   113.8 kcal/mol
Total energy   -2322.09198 hartree
Largest force on an atom   0.234 Eh/bohr
HOMO energy   -11.810 eV
Charge   +1
Spin multiplicity   1

Geometry as XYZ:
```
108
Properties=species:S:1:pos:R:3:forces:R:3:lowdin_charge:R:1
C -1.624974 2.844171 -2.311661 4.8 -2.9 2.1 -0.153
C -2.682752 2.146245 -1.487311 1.0 -1.1 -2.1 -0.233
C -2.015963 1.299478 -0.396384 -1.3 -1.1 2.8 -0.124
C -1.002498 0.149290 -0.958431 1.4 8.9 7.4 -0.087
N -0.515016 -0.644108 0.130147 1.3 -1.4 0.2 -0.234
C 0.456801 -1.650311 -0.313938 5.8 3.0 1.3 -0.153
C 0.378987 -2.826785 0.479445 0.5 -1.0 5.3 -0.104
C -1.016866 -2.732759 1.179185 1.4 1.6 0.3 -0.124
C -1.589778 -1.447522 0.577180 -5.3 -2.8 -0.2 -0.132
C 0.205517 0.025242 1.202521 0.0 1.4 4.1 -0.138
C 1.141261 1.102709 0.695856 1.2 0.9 0.4 -0.209
C 2.090962 1.450335 1.862422 1.8 -4.3 -2.8 -0.072
H -0.899072 3.397961 -1.689617 -0.5 0.3 -0.5 0.091
H -2.208092 3.309981 -2.911639 -3.0 4.7 -4.0 -0.014
H -0.991385 2.261163 -3.113916 -1.1 0.1 2.0 0.110
H -3.057619 1.512654 -2.421433 -0.4 0.5 2.7 0.162
H -3.470476 2.909020 -1.160671 1.2 -1.4 -0.1 0.134
H -2.929795 0.892329 0.151694 1.2 -0.5 -0.6 0.105
H -1.527450 1.843835 0.595632 -0.9 -0.7 -3.2 0.126
H -0.186212 0.721595 -1.326870 1.1 0.7 0.0 0.110
H -1.249659 -0.224613 -1.766209 -3.3 -5.2 -7.1 0.045
H 1.615565 -1.204872 -0.505215 -3.1 -0.9 1.2 0.211
H 0.308927 -1.844614 -1.220381 -2.1 -1.5 -7.7 0.047
H 1.122424 -2.596405 1.266497 -0.1 -0.9 0.1 0.101
H 0.624487 -3.828776 0.154525 -0.1 0.2 -1.0 0.126
H -1.061871 -2.754959 2.285311 0.8 0.7 -0.8 0.079
H -1.521521 -3.601198 0.972558 -1.8 -1.5 -1.2 0.046
H -2.268041 -0.971843 1.349393 0.9 0.0 -1.3 0.125
H -2.252310 -1.685312 -0.444911 1.6 0.4 2.9 0.194
H 0.717022 -0.728854 2.036173 -1.1 1.5 -3.0 0.182
H -0.525923 0.575202 1.911857 0.8 -0.8 -1.3 0.146
H 0.595467 2.015709 0.505664 -0.6 0.1 -0.4 0.095
H 1.794191 0.928795 -0.225097 -1.2 -0.3 1.2 0.124
H 3.055307 0.876218 1.477457 -1.6 0.7 2.2 0.120
H 1.716113 1.352680 2.847025 -0.4 -1.3 1.0 0.076
H 2.385294 2.395390 1.907503 1.1 4.4 -0.7 -0.008
O -4.410332 -2.703030 0.634354 -1.3 -1.5 0.2 -0.035
H -4.173320 -2.392759 1.492261 1.3 1.3 0.9 -0.032
H -4.990097 -3.401501 1.015006 0.1 0.1 -1.3 0.078
O 2.477368 4.700770 3.067980 0.7 3.6 -0.9 -0.058
H 1.760160 4.515729 3.629476 -1.6 -1.1 1.3 0.018
H 2.359077 5.725450 3.078968 0.9 -2.5 -0.4 0.124
O -4.330010 5.597693 -3.140397 -11.0 -0.7 -3.1 0.015
H -3.563098 5.602344 -2.812681 9.8 0.0 4.2 -0.166
H -4.952777 5.281236 -2.434012 1.0 0.5 -1.2 0.081
O 4.848534 -0.811870 -0.061156 -3.6 -3.2 -1.1 -0.003
H 5.038701 -0.191431 0.574251 2.2 2.7 1.8 -0.019
H 5.216957 -1.013858 -0.887231 2.0 0.5 -1.0 0.054
O -1.011557 -4.506279 3.496845 -0.9 -1.3 -4.1 0.055
H -1.325522 -4.166060 4.255108 -2.4 1.7 4.1 0.006
H -0.148079 -4.683578 3.714132 3.6 -0.9 0.4 0.050
O -1.752061 -5.978808 1.204743 -0.9 2.2 11.8 0.105
H -1.402172 -5.258590 1.926370 -1.8 -1.7 -2.3 0.143
H -1.266114 -6.650457 1.576070 1.5 -3.5 0.7 0.068
O 2.775109 -1.657708 3.314789 2.4 2.0 -0.3 -0.066
H 3.327210 -0.841531 3.603223 -1.8 -2.1 -0.5 0.122
H 1.991454 -1.745965 3.821252 -0.8 0.3 1.1 0.021
O 6.014721 0.596142 2.075506 -3.0 3.5 -5.4 0.028
H 6.361950 0.153532 2.737907 2.6 -3.3 5.1 -0.028
H 5.665564 1.442452 2.388911 0.0 -0.1 0.3 0.034
O -2.024556 4.809293 0.641588 0.2 -4.4 5.1 0.035
H -2.048872 5.256983 -0.098980 -0.1 3.4 -6.6 -0.081
H -1.949469 5.473036 1.294382 0.0 1.0 1.4 0.043
O 4.214019 -3.017645 1.376092 -0.1 0.4 -0.1 -0.119
H 3.577677 -2.525834 1.955963 1.1 -0.4 -1.0 -0.020
H 4.638324 -2.399311 0.723164 -1.1 -0.5 1.2 0.004
O 4.615924 2.904501 3.705206 2.5 -1.3 0.8 -0.068
H 5.455503 3.337635 4.022762 -1.8 -0.2 -0.6 0.086
H 3.962414 3.508638 3.393494 -0.5 1.4 -0.2 -0.035
O -1.565491 2.908775 2.927032 1.4 0.8 -0.4 -0.097
H -1.310006 3.327105 2.062513 -1.1 -0.9 1.0 0.016
H -2.263835 2.237779 2.899739 -0.1 0.3 -0.7 -0.023
O 2.167494 -5.764216 -1.703120 -2.7 -4.9 0.5 -0.052
H 1.194768 -6.111702 -1.789442 2.9 1.3 0.2 0.089
H 2.154819 -4.872781 -1.860171 -0.3 3.7 -0.7 -0.062
O 0.753869 -0.419135 -3.779395 3.4 0.2 2.4 0.009
H 0.000536 -0.536919 -4.255507 -3.7 -0.9 -2.2 -0.034
H 1.026406 0.486695 -3.905216 0.3 0.5 0.1 0.026
O 1.434554 2.982844 -3.938589 -6.7 -3.7 -5.4 0.027
H 2.095831 3.333446 -3.529873 6.8 3.3 3.6 -0.044
H 1.586429 2.946601 -4.922415 0.2 0.1 1.7 0.124
O -3.661249 1.064203 3.075979 -0.2 5.3 0.0 0.025
H -3.519367 0.193007 3.131955 0.5 -5.4 0.3 -0.065
H -4.425835 1.260445 2.543291 -0.4 -0.2 -0.2 0.074
O -3.383507 -1.997497 3.407218 1.6 -1.2 1.9 -0.133
H -2.483781 -2.252373 3.973151 -4.3 0.7 -1.9 0.150
H -4.249177 -2.430175 3.716841 2.5 0.7 0.2 0.107
O -0.218325 5.175496 -4.321678 0.4 0.5 0.7 -0.034
H 0.427588 4.493823 -4.092072 -0.1 -0.2 0.0 -0.005
H -0.631084 4.865603 -5.114148 -0.5 -0.2 -0.7 0.048
O 2.605356 -2.364994 -2.414379 0.2 -0.1 -0.5 -0.058
H 2.056126 -1.773408 -2.958853 0.0 0.1 0.1 0.008
H 3.271609 -2.678423 -3.047943 -0.2 0.1 0.4 0.064
O -1.896732 -1.825830 -4.329896 0.5 -0.1 3.0 -0.068
H -1.870710 -2.352424 -3.456463 -0.6 1.4 -1.4 0.042
H -1.858137 -2.561884 -4.901890 0.0 -1.1 -1.6 0.013
O 3.807873 0.631018 -2.254567 -0.1 -7.1 0.9 -0.101
H 3.831426 1.521802 -2.142949 0.4 3.6 1.6 -0.050
H 3.949224 -0.079111 -1.426459 -0.7 3.8 -2.4 0.091
O -2.757008 -3.538003 -2.141143 -5.1 2.1 1.5 -0.080
H -2.029490 -3.951489 -1.792975 3.1 -2.3 1.5 -0.067
H -3.406986 -3.602746 -1.296478 2.0 0.4 -3.0 0.114
O -1.814858 5.978178 -2.194549 -6.3 5.9 5.1 -0.012
H -1.201297 5.679977 -2.708260 6.1 -3.0 -5.4 -0.111
H -1.902433 6.982731 -2.409913 0.3 -2.8 0.6 0.148
O -1.485449 -5.413342 -0.681119 -0.3 7.6 -5.1 0.000
H -1.815926 -5.690066 0.160491 -0.6 -0.2 -1.4 -0.261
H -1.176911 -6.079303 -1.148449 2.1 -4.9 -3.6 -0.033
```
Forces are in eV/Å.

=====

[2]
This record from the Open Molecules 2025 dataset describes a 32-piece molecular cluster, C11H79BrINO35P overall at a distorted geometry. The level of theory is ωB97M-V/def2-TZVPD.

Output
Total energy   -6367.50846 hartree
Largest force on an atom   0.054 Eh/bohr
HOMO energy   -12.000 eV
Charge   +1
Spin multiplicity   1

Geometry as XYZ:
```
129
Properties=species:S:1:pos:R:3:forces:R:3:lowdin_charge:R:1
C -5.187416 0.334942 -1.195449 0.6 0.2 -0.1 0.054
C -5.067598 1.748883 -0.674944 0.3 -1.0 -0.9 -0.476
O -5.949788 2.291773 -0.154976 -1.8 1.4 1.5 0.210
O -3.835417 2.449649 -0.762200 0.7 -1.0 -0.5 0.064
C -3.389739 2.623054 -2.036541 1.2 0.7 0.2 -0.458
O -4.138985 2.817097 -2.925403 -1.4 0.0 -1.4 0.175
C -1.889354 2.583807 -2.293845 0.1 -0.6 1.3 0.006
C -1.366050 1.237176 -1.715208 1.0 1.1 -1.3 -0.169
C 0.036097 0.744940 -2.192748 0.1 -0.6 0.6 -0.142
C 0.157509 -0.488030 -1.242919 1.8 0.3 0.5 -0.369
P 2.072037 -0.640659 -1.051764 1.2 0.6 -1.4 0.700
O 2.476898 -0.415507 0.548281 -1.2 -0.8 0.1 -0.386
Br 2.580315 -2.791644 -1.435292 -0.7 0.4 0.9 0.523
N -0.305554 0.166135 0.004339 -1.1 0.1 0.1 0.121
C -1.120570 1.143586 -0.221096 -1.1 0.0 -0.1 -0.102
C -1.632462 1.976600 0.919065 0.1 -0.5 0.1 -0.087
C -2.680122 1.263334 1.823997 -0.4 0.5 0.5 -0.245
C -2.841532 2.114341 3.121917 0.7 0.0 -0.7 -0.601
I -2.806236 0.931463 4.904556 -0.1 0.1 -0.4 0.967
H -5.392504 0.357717 -2.270648 0.3 -0.1 0.1 0.098
H -4.288383 -0.242384 -0.958832 -0.1 0.0 -0.3 0.084
H -6.046439 -0.130851 -0.717910 0.1 0.2 0.1 0.107
H -1.362630 3.434646 -1.850365 -0.2 0.0 0.0 0.150
H -1.766428 2.629178 -3.381301 0.1 -0.3 0.5 0.113
H -2.038881 0.489808 -2.162905 -0.1 -0.3 0.9 0.169
H 0.189018 0.560474 -3.260604 -0.4 -0.2 0.4 0.089
H 0.879263 1.359824 -1.843450 -0.5 0.6 -0.3 0.101
H -0.377069 -1.390517 -1.537930 -0.2 0.1 0.2 0.117
H 2.268444 0.488754 0.830923 0.5 0.1 -0.1 0.056
H -0.072326 -0.032028 0.980511 0.2 -0.6 -0.2 0.150
H -2.079270 2.905996 0.574951 0.3 0.0 -0.1 0.127
H -0.767060 2.192888 1.558290 0.0 0.1 -0.1 0.136
H -2.421626 0.225756 2.045330 0.2 0.1 0.0 0.087
H -3.660010 1.270093 1.345360 0.2 -0.3 -0.1 0.087
H -1.989728 2.795069 3.179127 0.0 -0.1 0.4 0.048
H -3.730894 2.748663 3.078581 0.1 -0.5 0.4 0.014
O -3.694803 3.817199 6.817556 0.0 0.3 -0.3 -0.097
H -3.593982 3.144135 6.134393 0.0 0.0 0.2 -0.093
H -4.627462 3.745722 7.060305 0.3 -0.2 0.2 0.014
O -0.686039 -0.635000 -4.710021 0.1 0.4 -0.4 -0.057
H 0.016038 -0.805829 -5.351943 0.1 -0.1 0.1 0.026
H -1.498773 -0.700178 -5.231914 0.0 -0.4 0.1 0.036
O 5.071893 -1.720758 1.609728 0.1 0.2 0.1 -0.042
H 5.814586 -1.878800 1.015093 0.0 -0.1 0.1 0.049
H 4.288528 -1.772653 1.052554 0.0 0.1 0.1 -0.013
O 0.998616 -1.060839 3.071074 -0.3 0.3 -0.4 -0.049
H 1.441826 -1.307687 2.250657 0.3 -0.1 0.1 0.003
H 1.399602 -0.217689 3.314404 0.0 -0.1 0.2 0.038
O -6.329954 -0.329392 3.851081 0.1 0.0 0.0 -0.088
H -6.779567 0.102618 4.590374 -0.1 0.1 0.0 -0.001
H -5.443716 -0.507176 4.183909 0.0 0.0 0.0 -0.039
O 2.757865 0.129918 -4.113429 0.0 0.1 -0.1 -0.085
H 2.720914 0.747299 -4.852795 0.0 0.1 0.1 0.021
H 3.693766 0.103030 -3.866350 0.0 -0.2 0.1 0.021
O -2.710474 -2.478986 -5.265614 -0.3 0.2 -0.2 -0.071
H -3.024145 -2.531313 -4.353480 0.4 -0.2 -0.1 0.010
H -3.098351 -3.253694 -5.689607 0.1 0.1 -0.2 0.013
O 3.965990 -6.126242 -0.498314 0.0 0.0 0.1 -0.065
H 4.611867 -6.521479 -1.096286 -0.1 0.0 -0.1 0.055
H 3.867668 -5.229235 -0.843392 0.2 -0.3 0.0 -0.041
O 5.095660 0.018676 4.458337 -0.1 -0.2 -0.1 -0.039
H 5.212420 -0.657747 3.776727 -0.1 0.0 -0.3 0.023
H 4.173541 -0.077981 4.724956 0.1 0.0 0.1 0.070
O -1.496163 4.218365 -5.265193 0.0 -0.2 0.1 -0.040
H -1.880152 4.693848 -6.010635 0.1 0.0 0.0 0.058
H -2.247269 3.769572 -4.861722 -0.1 0.1 -0.1 0.013
O -5.758904 1.397645 -5.110370 0.1 0.1 0.1 -0.062
H -5.751700 1.929335 -5.912929 -0.1 -0.1 0.0 0.038
H -5.740810 2.046107 -4.397079 0.0 0.0 0.0 0.004
O 6.038139 -0.656350 -3.285694 -0.4 0.2 0.2 -0.076
H 6.339587 -1.568490 -3.202611 -0.2 0.0 -0.1 0.026
H 6.084478 -0.485442 -4.233285 0.4 -0.1 0.0 0.010
O -2.525718 -3.651432 -2.728890 -0.1 0.3 0.4 -0.037
H -2.949784 -3.253887 -1.959723 -0.1 -0.2 0.0 0.044
H -1.604606 -3.756436 -2.464952 0.0 -0.1 -0.2 0.050
O -3.891312 -3.401758 -8.137668 0.3 -0.1 0.0 -0.046
H -3.211927 -3.755028 -8.723157 -0.1 0.1 -0.1 0.042
H -4.053255 -2.516139 -8.480467 -0.1 0.0 0.1 0.052
O -1.637439 5.230884 8.512548 0.1 -0.1 0.0 -0.070
H -2.373658 5.496081 9.070888 0.0 0.0 0.0 0.023
H -2.023125 4.579444 7.911902 -0.2 0.1 0.0 -0.005
O 5.628763 -3.977533 -1.594878 0.0 0.3 0.0 -0.077
H 5.232082 -3.557553 -0.824224 0.2 0.0 0.1 -0.031
H 6.549344 -4.118473 -1.334141 0.0 -0.2 -0.1 0.029
O -5.427545 3.651435 2.857048 -0.2 0.0 -0.1 -0.049
H -5.513847 3.066460 2.095175 -0.3 0.1 -0.1 0.020
H -6.279422 3.582258 3.301177 0.0 0.0 0.0 0.056
O 6.167589 -2.581583 5.500900 0.0 0.0 -0.2 -0.051
H 6.905394 -2.938274 4.995478 0.0 0.0 0.1 0.038
H 6.010792 -1.707345 5.121709 0.1 -0.1 0.3 -0.018
O 0.877226 -2.572274 -6.773608 -0.3 0.1 0.1 -0.052
H 0.939625 -3.246018 -7.459004 0.1 0.0 0.0 0.045
H -0.028457 -2.657691 -6.446210 0.0 -0.2 0.1 0.017
O -5.594233 2.306778 8.149770 -0.4 -0.1 0.3 -0.055
H -5.756187 2.755356 8.990521 0.0 0.1 0.1 0.022
H -5.543082 1.375469 8.386759 0.1 0.0 -0.1 0.055
O 1.248442 2.362965 -6.007744 -0.1 -0.3 0.2 -0.044
H 0.433874 2.761423 -5.676321 0.0 0.2 -0.1 0.009
H 1.044594 1.421457 -6.031712 -0.1 0.0 -0.2 0.016
O 5.816272 2.120306 2.438613 -0.4 0.2 0.0 -0.048
H 5.628937 2.277197 3.373365 0.4 -0.2 0.1 0.047
H 5.697604 1.169319 2.339538 0.1 0.0 0.0 0.023
O -2.107849 -5.525732 -6.359538 -0.1 0.1 0.0 -0.047
H -2.498784 -5.084410 -7.120555 -0.1 -0.1 0.0 0.002
H -2.848380 -5.987021 -5.950496 0.1 -0.1 0.0 0.049
O 3.130337 3.295626 2.404562 -0.2 -0.4 -0.2 -0.073
H 4.035738 2.941058 2.380514 0.1 0.0 -0.1 -0.011
H 2.932037 3.485608 1.482322 0.1 0.2 0.0 0.025
O 6.189971 -4.782966 1.147056 0.0 0.0 0.1 -0.059
H 5.867372 -4.808064 2.054654 0.1 0.1 0.0 0.060
H 5.759124 -5.539278 0.721951 -0.1 0.1 -0.1 0.033
O 6.540944 1.067438 7.118109 -0.2 0.0 0.0 -0.056
H 5.800456 1.305287 7.685384 0.1 0.0 0.0 0.035
H 6.185630 0.387420 6.534738 0.1 0.0 0.0 -0.005
O 8.476732 -5.305682 -0.572175 -0.1 0.2 0.1 -0.060
H 8.069690 -4.873544 0.190697 -0.1 -0.2 0.1 -0.001
H 9.390014 -5.453425 -0.306416 0.0 0.0 -0.1 0.044
O -7.898361 1.597554 5.859350 0.0 0.0 -0.1 -0.047
H -7.681086 2.525513 5.725858 0.0 0.0 0.1 0.038
H -8.144217 1.549171 6.789446 0.1 0.0 0.0 0.043
O 4.306586 -3.235936 -4.251257 -0.1 0.0 -0.2 -0.082
H 3.693024 -2.987323 -4.952829 0.0 0.0 0.0 0.033
H 3.761262 -3.279580 -3.458232 0.3 0.0 -0.2 -0.107
O -6.267445 4.211429 10.730961 0.0 0.0 -0.1 -0.047
H -6.056733 5.138352 10.575749 0.0 0.0 0.0 0.045
H -6.516292 4.175759 11.660547 0.0 -0.1 0.0 0.047
O 8.037373 -0.322026 -5.281638 0.1 0.1 -0.2 -0.050
H 8.441892 -0.565255 -6.121564 0.0 0.0 0.0 0.047
H 8.428401 0.531704 -5.066506 0.0 0.0 0.1 0.049
```
Forces are in eV/Å.

=====

[3]
This record from the Open Molecules 2025 dataset describes C11H7FI2N2S as an isolated structure at a distorted geometry. The level of theory is ωB97M-V/def2-TZVPD.

Output
Total energy   -1626.22212 hartree
Largest force on an atom   0.087 Eh/bohr
HOMO energy   -8.408 eV
Spin multiplicity   1

Geometry as XYZ:
```
24
Properties=species:S:1:pos:R:3:forces:R:3:nbo_charge:R:1
C 2.940087 -0.669908 0.962004 0.0 0.7 -0.3 -0.672
C 3.393871 0.528953 0.020553 -1.5 0.3 -0.4 -0.141
I 5.486161 0.794066 -0.385672 -1.1 -0.3 0.4 0.172
C 2.436394 1.364740 -0.510700 0.5 -1.5 1.0 -0.236
I 2.916100 3.056733 -1.765680 -0.7 -1.0 0.8 0.188
C 0.950410 0.997374 -0.147025 0.8 0.6 -0.6 0.150
C 0.426773 1.539064 1.144948 -1.1 -1.0 -0.9 0.000
N -0.827040 1.268651 1.590840 1.9 -0.6 -2.1 -0.347
C -1.541672 0.432234 0.740936 -0.6 -0.2 -0.2 0.119
C -2.936699 0.026780 1.153927 -0.3 -1.3 -1.6 0.377
F -3.390990 0.497792 2.366350 0.6 -0.6 -1.7 -0.314
C -3.770132 -0.847860 0.355627 2.6 0.9 -0.7 -0.263
C -3.211980 -1.354104 -0.961406 2.1 1.9 1.4 -0.221
C -1.873056 -0.964023 -1.362784 -0.6 0.0 1.0 -0.134
S -1.271298 -1.664438 -2.950937 0.0 0.4 0.6 -0.012
C -0.977569 -0.056698 -0.531414 -2.3 -1.7 -0.7 0.094
N 0.295585 0.193927 -1.031667 -0.9 2.0 3.9 -0.366
H 3.789793 -1.347456 1.231854 -0.8 0.8 -0.1 0.243
H 2.128525 -1.292937 0.488858 0.9 0.7 0.3 0.239
H 2.472667 -0.172898 1.864345 0.7 -0.8 -0.7 0.231
H 1.104222 2.181824 1.770934 -0.9 -0.7 -0.8 0.226
H -4.792236 -1.182352 0.648444 1.1 0.6 0.0 0.247
H -3.810778 -2.015847 -1.628770 0.5 0.6 0.8 0.240
H 0.062861 -1.313608 -3.063576 -1.1 0.1 0.7 0.179
```
Forces are in eV/Å.

=====

LUMO level per entry: -3.12; -4.16; -1.16 eV